This record from the OMol25 dataset describes the ion C6H9O2 with charge -1 at a distorted geometry. The level of theory is wB97M-V/def2-TZVPD.

```
17
Properties=species:S:1:pos:R:3:lowdin_charge:R:1
C -0.87357 1.97928 0.33855 0.013
C -0.82636 0.77043 -0.30021 -0.340
C -1.06014 0.88304 -1.87323 -0.063
C -0.37365 -0.45948 0.35921 -0.203
C 1.11727 -0.63251 0.89685 -0.112
C 1.62728 -2.13011 0.94776 -0.800
O 1.22281 -2.92842 0.06438 -0.102
O 2.43068 -2.26834 1.85440 -0.070
H -0.67648 1.82607 1.32768 0.012
H -1.32746 2.87883 0.02839 0.028
H -1.83164 0.20274 -2.18405 0.045
H -0.11324 0.36120 -2.13995 0.077
H -1.16334 1.97595 -2.17496 0.082
H -0.88862 -0.69007 1.24538 0.091
H -0.46683 -1.33932 -0.30250 0.104
H 1.84841 -0.25741 0.01936 0.140
H 1.35489 -0.17188 1.89292 0.097
```

Summary:
- energy above the lowest of the compared OMol25 structures with the same formula, charge and spin (kcal per mole) = 29.5
- electronic energy (eV) = -10462.741
- LUMO (eV) = 3.6
- charge = -1
- Kohn-Sham gap (eV) = 7.6
- SMILES string = C=C(C)CCC(=O)[O-]


This record from the OMol25 dataset describes a structure of composition C17H41F9N3O8 at a distorted geometry. The level of theory is wB97M-V/def2-TZVPD.

```
78
Properties=species:S:1:pos:R:3:lowdin_charge:R:1
N 0.07588 0.08492 0.13503 0.277
H -0.50111 -0.23154 0.93789 0.051
H 0.99465 0.33470 0.53643 0.074
H -0.43825 0.84060 -0.30550 0.058
H 0.14707 -0.68680 -0.53234 0.084
N -0.94057 -0.66725 -3.23636 0.242
H -1.17194 0.19636 -2.71252 0.056
H -0.29797 -1.25317 -2.65681 -0.104
H -0.48608 -0.34671 -4.08400 0.125
H -1.81393 -1.14105 -3.43338 0.122
C -2.10346 2.55080 -0.99705 -0.459
O -1.52876 2.71747 0.27116 -0.102
O -1.49300 1.51769 -1.65479 -0.230
C -3.64903 2.79269 -1.07416 -0.547
F -4.01980 3.01762 -2.34917 0.130
F -4.27038 1.65478 -0.72255 0.116
F -4.05926 3.74860 -0.22124 0.135
C -1.09391 3.98704 0.69831 -0.277
C -0.73669 3.98773 2.16260 -0.077
H -0.09628 3.13800 2.39956 0.068
H -0.22856 4.92645 2.39133 0.074
H -1.61731 4.00793 2.80898 0.071
H -1.77362 4.81534 0.48706 0.116
H -0.14137 4.15162 0.18026 0.110
H -1.72311 3.41783 -1.56915 0.137
C 3.19436 2.00773 0.79574 -0.450
O 3.43164 2.26968 -0.59186 -0.069
O 2.70663 0.73693 0.88063 -0.214
C 4.40480 2.40877 1.69599 -0.534
F 4.35791 1.93861 2.95081 0.123
F 5.57155 1.96562 1.20157 0.132
F 4.50524 3.76885 1.77706 0.098
C 3.23862 3.61043 -0.99663 -0.282
C 3.16296 3.68410 -2.52005 -0.079
H 2.64036 2.80443 -2.90556 0.073
H 2.53380 4.49863 -2.88170 0.065
H 4.13259 3.67702 -3.01708 0.065
H 4.11751 4.18540 -0.68907 0.107
H 2.35368 4.11973 -0.60512 0.104
H 2.37016 2.65502 1.13369 0.133
C 0.49923 -3.09165 -2.53456 -0.391
O -0.24905 -3.13068 -3.75605 -0.114
O 0.56686 -1.84854 -2.01522 -0.124
C 0.00440 -4.25901 -1.58278 -0.528
F 0.04543 -5.49077 -2.15243 0.116
F 0.83064 -4.33798 -0.52364 0.124
F -1.20602 -4.04057 -1.04708 0.134
C 0.26947 -3.91744 -4.82299 -0.275
C -0.75065 -3.91861 -5.95623 -0.069
H -0.53350 -4.70452 -6.67765 0.071
H -1.69541 -4.12533 -5.45201 0.078
H -0.78344 -2.93517 -6.42395 0.070
H 0.47766 -4.94714 -4.51889 0.107
H 1.25836 -3.58256 -5.15319 0.119
H 1.51793 -3.42264 -2.78472 0.151
C 2.26925 0.22022 4.40135 -0.173
O 1.72564 -0.44089 3.29572 -0.169
H 2.55660 1.24208 4.16039 0.068
H 1.64722 0.13596 5.29662 0.070
H 3.12373 -0.40763 4.68687 0.076
H 2.10261 -0.09221 2.45608 0.045
C -3.00750 -0.87194 1.43659 -0.043
C -2.07616 -1.08887 2.62562 -0.405
C -1.42995 -2.46959 2.78382 -0.178
O -2.47555 -3.39514 3.08313 -0.165
C -2.01950 -4.43702 3.89314 -0.145
N -1.08086 -0.01663 2.56294 0.020
H -2.53656 -1.02422 0.46577 0.076
H -3.55239 0.07022 1.46345 0.075
H -3.79381 -1.63205 1.49876 0.074
H -2.59631 -0.97174 3.58273 0.134
H -0.69604 -2.40352 3.59056 0.120
H -0.86945 -2.70694 1.87380 0.131
H -1.57373 -4.16799 4.85582 0.084
H -1.28040 -5.09114 3.41599 0.086
H -2.84004 -5.12483 4.10635 0.082
H -1.39397 0.76732 3.12479 0.094
H -0.20978 -0.23346 3.05310 0.052
```

Summary:
- energy above the lowest of the compared OMol25 structures with the same formula, charge and spin (kcal per mole) = 30.6
- electronic energy (eV) = -63601.801
- LUMO (eV) = 2.7
- charge = -1
- Kohn-Sham gap (eV) = 7.9


This record from the OMol25 dataset describes a structure of composition C33H35BrF3N7O3PReS at a distorted geometry. The level of theory is wB97M-V/def2-TZVPD.

```
85
Properties=species:S:1:pos:R:3:lowdin_charge:R:1
Re 0.38574 0.40992 -0.15435 1.264
O -3.81156 -0.26388 -0.01355 0.044
C -4.24106 0.57422 0.95595 -0.265
C -5.58986 0.94102 0.98975 0.007
C -6.02346 1.88592 1.89625 -0.046
C -5.12996 2.45942 2.79555 -0.056
C -3.80106 2.04872 2.81045 -0.025
C -3.34916 1.10862 1.90135 -0.119
C -1.88106 0.72112 1.81865 -0.393
O -1.37206 1.02912 0.59885 -0.328
N -1.71056 -0.72548 2.03525 0.005
N -0.63666 -1.29758 1.48985 -0.089
C -0.16106 -2.37598 2.02345 -0.199
C 0.89424 -3.16328 1.49675 -0.608
Br 1.37244 -2.85328 -0.32395 0.875
C 1.54404 -4.17338 2.14085 -0.066
C 1.50224 -4.44818 3.54405 -0.222
C 1.69524 -5.77398 3.98975 -0.007
C 1.63604 -6.07248 5.33195 -0.043
C 1.43354 -5.05868 6.26495 -0.030
C 1.27544 -3.73858 5.84445 -0.055
C 1.30684 -3.43398 4.50445 -0.046
H -2.84946 -0.35838 0.07275 0.059
H -6.26656 0.48342 0.28695 0.123
H -7.05656 2.19222 1.88995 0.120
H -5.46126 3.22402 3.47985 0.114
H -3.11536 2.46492 3.53225 0.118
H -1.32856 1.25682 2.62265 0.160
H -2.05436 -1.09148 2.92305 0.175
H -0.61666 -2.75618 2.93955 0.148
H 2.15454 -4.83358 1.53625 0.117
H 1.84294 -6.55898 3.26415 0.123
H 1.74444 -7.09278 5.67025 0.121
H 1.42894 -5.29488 7.31835 0.120
H 1.14624 -2.94938 6.56965 0.115
H 1.26264 -2.40088 4.19225 0.104
O 2.25314 -0.00538 -1.08165 -0.381
N 3.38004 -0.05208 -0.38595 -0.211
C 4.53344 -0.26668 -1.05045 0.015
C 5.73484 -0.29578 -0.38995 0.010
C 5.75984 -0.12218 0.99595 0.010
C 4.57424 0.09362 1.65995 -0.040
C 3.36864 0.14332 0.95705 -0.598
S 1.87484 0.47392 1.76085 0.784
H 4.43134 -0.39568 -2.11805 0.152
H 6.64474 -0.43778 -0.94785 0.134
H 6.69234 -0.14458 1.53545 0.137
H 4.54454 0.26322 2.72295 0.126
C -1.77506 -1.75568 -4.85775 -0.090
N -2.42416 -0.43958 -4.42235 -0.056
C -1.74466 0.69672 -5.19815 -0.090
N -0.34406 0.65132 -5.02075 -0.145
C 0.20884 -0.62798 -5.44005 -0.125
N -0.37896 -1.70508 -4.66315 -0.143
C 0.03764 -1.72068 -3.28235 -0.308
P -0.49616 -0.15918 -2.40645 0.968
C -2.29986 -0.24188 -2.95865 -0.207
C 0.08804 1.04692 -3.70055 -0.278
H -1.99426 -1.89128 -5.92055 0.161
H -2.22896 -2.56808 -4.28355 0.159
H -3.41986 -0.46528 -4.67085 0.201
H -2.15396 1.64872 -4.84445 0.156
H -2.00046 0.58382 -6.25515 0.161
H 1.29024 -0.62778 -5.31025 0.149
H -0.01066 -0.78438 -6.49855 0.155
H 1.12554 -1.79408 -3.23325 0.092
H -0.37526 -2.60238 -2.78365 0.087
H -2.82506 0.67622 -2.67785 0.117
H -2.79736 -1.07298 -2.44655 0.115
H 1.18054 1.08282 -3.66855 0.108
H -0.29336 2.04802 -3.47805 0.103
F 2.39734 7.13582 0.17025 0.187
C 1.15204 6.72342 -0.01815 -0.601
F 0.40934 7.12072 1.01735 0.184
F 0.67004 7.33082 -1.10775 0.180
C 1.05604 5.21792 -0.19705 -0.042
C -0.20406 4.66392 -0.38805 0.066
C -0.30806 3.30052 -0.57525 -0.095
N 0.74924 2.48182 -0.55065 -0.112
C 1.95954 3.02762 -0.40135 -0.095
C 2.16434 4.38472 -0.21565 0.071
H -1.08246 5.28792 -0.37955 0.148
H -1.27776 2.84982 -0.72205 0.115
H 2.82504 2.38282 -0.43695 0.107
H 3.15974 4.77612 -0.07075 0.143
```

Summary:
- multiplicity = 2
- energy above the lowest of the compared OMol25 structures with the same formula, charge and spin (kcal per mole) = 66.9
- electronic energy (eV) = -151784.621
- LUMO (spin up / spin down) (eV) = -10.2 / -10.2
- charge = +3
- Kohn-Sham gap (spin up / spin down) (eV) = 4.5 / 4.6


This record from the OMol25 dataset describes the ion C3H7NO2 with charge +1 at a distorted geometry. The level of theory is wB97M-V/def2-TZVPD.

```
13
Properties=species:S:1:pos:R:3:lowdin_charge:R:1
C 0.02560 -0.83063 -0.80274 -0.109
C -0.09822 -0.39636 0.72659 -0.027
C -0.96448 0.84138 0.80074 -0.523
O -0.30209 2.02038 1.00931 0.091
O -2.14321 0.75744 0.94230 0.181
N 1.41281 -0.64629 -1.19009 0.311
H -0.22977 -1.86648 -0.96738 0.136
H -0.60598 -0.16578 -1.42731 0.185
H -0.63508 -1.21240 1.21254 0.141
H 0.83875 -0.23376 1.25943 0.132
H -0.46576 2.41426 1.87471 0.139
H 1.61370 0.35600 -1.29941 0.168
H 1.55374 -1.03774 -2.13868 0.175
```

Summary:
- multiplicity = 2
- energy above the lowest of the compared OMol25 structures with the same formula, charge and spin (kcal per mole) = 36.9
- electronic energy (eV) = -8799.413
- LUMO (spin up / spin down) (eV) = -4.0 / -9.8
- charge = +1
- Kohn-Sham gap (spin up / spin down) (eV) = 10.9 / 5.0


This record from the OMol25 dataset describes a cluster of 4 separate species, C5H14O3 in total at a distorted geometry. The level of theory is wB97M-V/def2-TZVPD.

```
22
Properties=species:S:1:pos:R:3:lowdin_charge:R:1
C 0.42961 -2.87044 -0.77020 0.004
C 0.98676 -2.15122 0.18607 -0.169
C 1.89129 -0.98042 -0.17767 -0.235
C 1.62849 0.31298 0.53627 -0.185
C 0.43277 0.85825 0.67029 -0.007
H -0.26271 -3.62935 -0.54651 0.032
H 0.85337 -2.90657 -1.74746 0.056
H 0.85637 -2.00206 1.25348 0.108
H 2.90279 -1.26677 0.11159 0.105
H 1.99584 -0.78967 -1.24473 0.114
H 2.51209 0.82553 0.90089 0.097
H 0.20929 1.77889 1.19776 0.048
H -0.51641 0.37879 0.48318 0.049
O 2.75436 4.08041 0.29911 -0.064
H 1.90293 3.63467 0.20009 0.018
H 2.60434 4.51164 1.14961 0.036
O -2.89084 -2.30730 2.10644 -0.053
H -2.39952 -1.58826 1.70862 0.017
H -3.04993 -3.00669 1.47272 0.029
O -4.53185 2.19398 -2.36122 -0.059
H -3.63499 1.92185 -2.56671 0.028
H -4.67403 3.00176 -2.86162 0.031
```

Summary:
- energy above the lowest of the compared OMol25 structures with the same formula, charge and spin (kcal per mole) = 41.8
- electronic energy (eV) = -11552.311
- LUMO (eV) = 0.5
- Kohn-Sham gap (eV) = 10.3
- SMILES string = C=CCC=C.O.O.O


This record from the OMol25 dataset describes a structure of composition C18H11Cl5ErN3. The level of theory is wB97M-V/def2-TZVPD.

```
38
Properties=species:S:1:pos:R:3:lowdin_charge:R:1
Er 0.13158 0.00025 -0.18009 1.570
Cl 0.58576 0.00048 2.59364 0.682
C 2.24844 -0.00023 1.97691 -0.693
C 2.31274 -0.00090 0.59071 -0.397
C 3.58729 -0.00117 0.04088 -0.715
Cl 3.66494 -0.00105 -1.69582 0.690
C 4.73962 -0.00072 0.81579 -0.694
Cl 6.28334 -0.00047 0.08661 0.757
C 4.61051 -0.00036 2.21466 -0.676
Cl 6.00260 0.00007 3.19424 0.774
C 3.34351 -0.00007 2.81680 -0.701
Cl 3.16325 0.00040 4.51676 0.755
C -3.02445 -3.47369 0.03302 0.003
C -1.85038 -2.72726 0.01619 -0.089
N -1.83216 -1.39713 -0.00971 -0.037
C -3.01996 -0.72303 -0.00276 -0.143
C -4.24972 -1.40390 0.00744 -0.115
C -4.22618 -2.81161 0.02310 0.056
C -5.47908 -0.67442 0.00929 0.020
C -5.47906 0.67432 0.00927 0.020
C -4.24975 1.40386 0.00727 -0.115
C -4.22637 2.81158 0.02290 0.056
C -3.02465 3.47373 0.03284 0.003
C -1.85058 2.72735 0.01619 -0.089
N -1.83221 1.39726 -0.00968 -0.037
C -3.01994 0.72306 -0.00284 -0.143
H -2.98119 -4.55322 0.05452 0.132
H -0.88753 -3.22614 0.03012 0.128
H -5.15947 -3.36041 0.03365 0.143
H -6.40747 -1.23049 0.01633 0.137
H -6.40744 1.23041 0.01630 0.137
H -5.15973 3.36027 0.03343 0.143
H -2.98162 4.55326 0.05440 0.132
H -0.88776 3.22632 0.03048 0.128
N 0.04223 0.00055 -2.74946 0.004
H -0.46834 -0.75750 -3.19534 0.069
H 1.00619 -0.08993 -3.07150 0.035
H -0.30876 0.85044 -3.18442 0.070
```

Summary:
- multiplicity = 4
- electronic energy (eV) = -113535.133
- LUMO (spin up / spin down) (eV) = -7.2 / -7.2
- charge = +2
- Kohn-Sham gap (spin up / spin down) (eV) = 7.0 / 7.0